1.
# C23H29N3O4S

C23H29N3O4S in the gas phase (ωB97M-V with the def2-TZVPD basis set, OMol25).

Summary:
**SMILES**: O=C(NCCCN1CCOCC1)c1cccc(S(=O)(=O)N2CCc3ccccc3C2)c1
**Frontier orbital gap**: 9.1 eV
**HOMO level**: -8.73 eV
**ΔE to the lowest compared entry with this formula, charge and spin**: 41.1 kcal per mole
**Max |F|**: 0.0206 hartree/bohr

The geometry in XYZ format:
```
60
C23H29N3O4S (ωB97M-V with the def2-TZVPD basis set)
O 4.94 1.91 -0.05
C 3.93 1.38 0.38
N 3.94 0.41 1.32
C 5.16 -0.23 1.73
C 5.08 -1.75 1.54
C 4.73 -2.13 0.10
N 3.34 -1.85 -0.23
C 2.43 -2.89 0.23
C 0.99 -2.49 -0.07
O 0.80 -2.27 -1.46
C 1.69 -1.28 -1.93
C 3.15 -1.65 -1.66
C 2.56 1.79 -0.10
C 2.49 2.57 -1.25
C 1.28 2.94 -1.79
C 0.10 2.52 -1.19
C 0.17 1.75 -0.05
S -1.32 1.17 0.77
O -1.88 2.25 1.52
O -0.96 -0.04 1.47
N -2.32 0.88 -0.54
C -2.16 -0.42 -1.16
C -2.87 -1.50 -0.36
C -4.29 -1.11 -0.07
C -5.24 -2.07 0.24
C -6.55 -1.72 0.53
C -6.92 -0.39 0.51
C -5.99 0.58 0.20
C -4.67 0.23 -0.09
C -3.69 1.32 -0.45
C 1.38 1.39 0.51
H 3.10 -0.11 1.49
H 5.36 -0.01 2.79
H 5.97 0.19 1.13
H 4.33 -2.16 2.22
H 6.04 -2.19 1.80
H 5.36 -1.53 -0.57
H 4.97 -3.19 -0.07
H 2.55 -3.03 1.31
H 2.65 -3.85 -0.27
H 0.31 -3.30 0.20
H 0.72 -1.59 0.49
H 1.51 -1.21 -3.00
H 1.46 -0.32 -1.45
H 3.78 -0.82 -1.99
H 3.41 -2.55 -2.23
H 3.42 2.88 -1.71
H 1.24 3.55 -2.68
H -0.87 2.77 -1.60
H -2.57 -0.36 -2.18
H -1.09 -0.63 -1.23
H -2.84 -2.45 -0.91
H -2.34 -1.64 0.58
H -4.95 -3.11 0.25
H -7.27 -2.49 0.77
H -7.94 -0.11 0.74
H -6.27 1.62 0.18
H -3.98 1.76 -1.42
H -3.71 2.11 0.30
H 1.34 0.82 1.42
```

natural (NBO) atomic charge list, values in e, 5 entries: atom 1 (O): -0.6308, atom 2 (C): 0.6577, atom 3 (N): -0.5934, atom 4 (C): -0.2228, atom 5 (C): -0.4116

2.
# C23H19AuBN4O3S

A molecular structure, C23H19AuBN4O3S (ωB97M-V with the def2-TZVPD basis set, OMol25).

Summary:
**Charge**: +1
**Frontier orbital gap**: 8.0 eV
**HOMO level**: -11.18 eV
**ΔE to the lowest compared entry with this formula, charge and spin**: 0.0 kcal per mole
**Max |F|**: 0.0044 hartree/bohr

The geometry in XYZ format:
```
52
C23H19AuBN4O3S (ωB97M-V with the def2-TZVPD basis set)
Au 0.47 -0.34 0.95
C -2.17 2.59 -0.97
C -0.99 1.70 -0.74
N -0.99 0.87 0.25
N -2.10 0.87 1.09
C -1.78 0.54 2.32
O -0.59 0.18 2.70
C -2.85 0.58 3.34
C -2.51 0.42 4.68
C -3.50 0.45 5.65
C -4.82 0.64 5.29
C -5.16 0.80 3.95
C -4.18 0.77 2.98
C 0.17 1.81 -1.66
C -0.05 2.17 -2.99
C 1.03 2.23 -3.85
C 2.30 1.97 -3.36
C 2.42 1.66 -2.02
N 1.39 1.57 -1.18
H -2.68 2.80 -0.04
H -2.89 2.07 -1.62
H -1.86 3.50 -1.47
H -1.47 0.28 4.95
H -3.23 0.34 6.70
H -5.59 0.67 6.05
H -6.20 0.94 3.67
H -4.43 0.89 1.93
H -1.06 2.36 -3.35
H 0.88 2.48 -4.89
H 3.17 2.02 -3.99
H 3.40 1.46 -1.59
O 2.43 -1.44 -1.12
B 1.15 -0.99 -0.86
O 0.34 -1.05 -1.97
C 1.16 -1.52 -2.98
C 0.85 -1.75 -4.30
C 1.89 -2.22 -5.10
C 3.16 -2.45 -4.59
C 3.46 -2.23 -3.25
C 2.43 -1.76 -2.47
H -0.14 -1.57 -4.69
H 1.70 -2.41 -6.15
H 3.94 -2.82 -5.24
H 4.44 -2.41 -2.84
S 3.88 -2.56 2.93
C 2.44 -2.63 3.84
C 1.44 -1.98 3.20
N 1.82 -1.47 1.98
C 3.08 -1.71 1.71
H 2.40 -3.12 4.80
H 0.43 -1.83 3.54
H 3.56 -1.40 0.79
```

natural (NBO) atomic charge list, values in e, 5 entries: atom 1 (Au): 1.1420, atom 2 (C): -0.6877, atom 3 (C): 0.3431, atom 4 (N): -0.3049, atom 5 (N): -0.4342

3.
# C19H17CoN5O2STe

A molecular structure, C19H17CoN5O2STe (ωB97M-V with the def2-TZVPD basis set, OMol25).

Summary:
**Charge**: +1
**Frontier orbital gap (spin up / spin down)**: 6.9 / 6.9 eV
**HOMO level (spin up / spin down)**: -11.79 / -11.79 eV
**ΔE to the lowest compared entry with this formula, charge and spin**: 5.5 kcal per mole
**Max |F|**: 0.0149 hartree/bohr

The geometry in XYZ format:
```
46
C19H17CoN5O2STe (ωB97M-V with the def2-TZVPD basis set)
Co 0.74 -0.92 -1.56
N 1.82 -3.75 1.33
C 1.27 -2.95 0.40
S 2.33 -1.90 -0.52
N -0.03 -3.00 0.25
N -0.43 -2.13 -0.71
C -1.65 -2.13 -1.12
C -1.94 -1.23 -2.23
C -3.18 -1.07 -2.80
C -3.29 -0.25 -3.92
C -2.16 0.36 -4.43
C -0.94 0.17 -3.80
N -0.84 -0.60 -2.71
H 2.82 -3.82 1.40
H 1.25 -4.45 1.77
H -2.38 -2.81 -0.70
H -4.04 -1.58 -2.39
H -4.26 -0.10 -4.39
H -2.21 0.99 -5.31
H -0.03 0.63 -4.15
Te 0.09 1.10 -0.31
C -1.05 0.39 1.33
C -0.60 -0.48 2.32
C -1.44 -0.84 3.35
C -2.74 -0.34 3.41
C -3.19 0.53 2.43
C -2.34 0.90 1.39
C 1.80 1.79 0.69
C 2.54 1.01 1.56
C 3.62 1.58 2.23
C 3.94 2.91 2.02
C 3.20 3.68 1.14
C 2.12 3.12 0.47
H 0.41 -0.88 2.29
H -1.09 -1.51 4.12
H -3.39 -0.62 4.22
H -4.19 0.93 2.48
H -2.70 1.59 0.63
H 2.32 -0.04 1.71
H 4.21 0.98 2.91
H 4.78 3.35 2.55
H 3.45 4.72 0.97
H 1.55 3.72 -0.23
O 1.68 1.95 -2.36
N 2.21 1.10 -3.05
O 1.99 -0.11 -2.72
```

natural (NBO) atomic charge list, values in e, 5 entries: atom 1 (Co): 0.7614, atom 2 (N): -0.7605, atom 3 (C): 0.2978, atom 4 (S): -0.1040, atom 5 (N): -0.4058

4.
# C84H129Br3N16

12 unconnected molecules or ions with the total composition C84H129Br3N16 (ωB97M-V with the def2-TZVPD basis set, OMol25).

Summary:
**Charge**: +9
**Spin multiplicity**: 2
**Frontier orbital gap (spin up / spin down)**: 1.9 / 2.0 eV
**HOMO level (spin up / spin down)**: -19.64 / -19.64 eV
**Max |F|**: 0.1204 hartree/bohr

The geometry in XYZ format:
```
232
C84H129Br3N16 (ωB97M-V with the def2-TZVPD basis set)
C 12.41 3.86 -21.34
C 10.92 4.25 -21.16
C 10.86 5.10 -19.80
N 9.44 5.70 -19.48
C 9.41 6.59 -18.21
C 9.47 5.83 -16.92
C 8.39 4.74 -16.77
C 8.53 3.77 -18.00
C 8.34 4.53 -19.33
C 8.97 6.61 -20.68
H 12.68 3.54 -22.35
H 12.86 3.14 -20.65
H 13.03 4.75 -21.31
H 10.18 3.45 -21.16
H 10.82 4.84 -22.07
H 11.51 5.96 -19.97
H 11.15 4.41 -19.01
H 10.25 7.28 -18.27
H 8.46 7.12 -18.29
H 10.44 5.33 -16.96
H 9.41 6.48 -16.05
H 8.59 4.23 -15.83
H 7.42 5.23 -16.79
H 9.56 3.40 -18.01
H 7.88 2.91 -17.83
H 8.33 3.85 -20.19
H 7.48 5.19 -19.29
H 8.14 7.22 -20.32
H 8.90 5.99 -21.58
H 9.73 7.31 -20.99
C 14.85 -6.04 -7.90
C 15.76 -4.83 -8.26
C 15.62 -4.43 -9.77
N 16.86 -3.64 -10.29
C 16.60 -3.27 -11.77
C 15.58 -2.19 -11.91
C 15.75 -0.96 -11.01
C 16.08 -1.38 -9.46
C 17.20 -2.39 -9.41
C 18.09 -4.54 -10.31
H 15.18 -6.39 -6.93
H 14.93 -6.87 -8.61
H 13.81 -5.72 -7.87
H 16.77 -5.09 -7.93
H 15.57 -3.92 -7.70
H 14.81 -3.73 -9.93
H 15.55 -5.28 -10.45
H 16.41 -4.19 -12.31
H 17.54 -2.81 -12.09
H 14.62 -2.70 -11.78
H 15.66 -2.01 -12.98
H 14.91 -0.28 -11.13
H 16.64 -0.41 -11.31
H 15.13 -1.81 -9.16
H 16.28 -0.43 -8.95
H 17.39 -2.83 -8.43
H 18.13 -1.94 -9.75
H 18.89 -3.85 -10.56
H 17.83 -5.23 -11.11
H 18.26 -5.10 -9.38
C 19.37 -0.56 -15.03
N 19.80 0.57 -14.21
C 18.95 1.19 -13.39
C 19.49 2.24 -12.59
C 20.82 2.69 -12.68
C 21.70 1.98 -13.58
C 21.10 0.94 -14.33
C 21.40 3.87 -11.92
C 20.69 5.07 -11.89
C 21.33 6.24 -11.34
N 22.58 6.10 -10.81
C 23.22 4.89 -10.70
C 22.59 3.74 -11.22
C 23.21 7.33 -10.31
H 18.29 -0.73 -14.92
H 19.90 -1.43 -14.64
H 19.66 -0.28 -16.04
H 17.93 0.88 -13.49
H 18.81 2.71 -11.89
H 22.77 2.10 -13.60
H 21.71 0.46 -15.08
H 19.73 5.23 -12.36
H 20.84 7.21 -11.37
H 24.17 4.95 -10.19
H 23.06 2.78 -11.08
H 23.04 8.18 -10.97
H 24.28 7.16 -10.43
H 22.91 7.58 -9.30
C 16.59 -5.62 -22.11
N 17.41 -4.63 -21.52
C 16.89 -4.03 -20.41
C 17.51 -2.87 -19.90
C 18.58 -2.29 -20.65
C 19.03 -2.97 -21.80
C 18.46 -4.16 -22.20
C 19.21 -1.02 -20.32
C 18.95 -0.30 -19.14
C 19.45 1.00 -18.95
N 20.14 1.66 -19.94
C 20.50 0.92 -21.09
C 20.02 -0.36 -21.27
C 20.64 3.10 -19.79
H 16.99 -6.62 -21.91
H 16.57 -5.42 -23.18
H 15.57 -5.64 -21.74
H 16.01 -4.44 -19.93
H 17.14 -2.30 -19.06
H 19.94 -2.77 -22.35
H 18.79 -4.77 -23.02
H 18.38 -0.73 -18.33
H 19.35 1.64 -18.09
H 21.07 1.32 -21.91
H 20.28 -0.82 -22.21
H 20.33 3.64 -20.68
H 21.73 3.04 -19.81
H 20.18 3.49 -18.88
C 13.69 7.28 -8.86
N 13.50 5.80 -8.69
C 12.42 5.38 -7.98
C 12.16 4.01 -7.86
C 13.01 3.07 -8.50
C 14.07 3.57 -9.23
C 14.31 4.93 -9.35
C 12.79 1.60 -8.27
C 12.77 0.75 -9.38
C 12.58 -0.60 -9.27
N 12.49 -1.16 -8.02
C 12.57 -0.37 -6.89
C 12.59 1.02 -6.99
C 12.38 -2.64 -7.94
H 12.91 7.57 -9.56
H 14.69 7.54 -9.20
H 13.56 7.92 -7.99
H 11.85 6.12 -7.44
H 11.29 3.66 -7.33
H 14.82 2.98 -9.74
H 15.10 5.40 -9.92
H 12.92 1.20 -10.35
H 12.62 -1.31 -10.08
H 12.49 -0.83 -5.92
H 12.48 1.56 -6.06
H 12.04 -2.81 -6.92
H 13.35 -3.12 -8.06
H 11.63 -3.02 -8.64
C 19.18 15.87 -11.05
N 18.86 14.46 -11.47
C 17.58 14.18 -11.89
C 17.25 12.89 -12.28
C 18.22 11.90 -12.45
C 19.56 12.25 -12.13
C 19.82 13.57 -11.68
C 17.92 10.53 -12.92
C 18.82 9.89 -13.76
C 18.51 8.67 -14.28
N 17.27 8.13 -14.10
C 16.35 8.69 -13.26
C 16.62 9.97 -12.73
C 17.05 6.79 -14.61
H 19.62 15.69 -10.06
H 18.33 16.53 -10.85
H 19.99 16.31 -11.62
H 16.90 15.01 -11.79
H 16.24 12.65 -12.57
H 20.31 11.48 -12.24
H 20.81 13.90 -11.40
H 19.80 10.26 -14.02
H 19.27 8.06 -14.75
H 15.46 8.11 -13.07
H 15.91 10.42 -12.05
H 15.97 6.71 -14.75
H 17.42 6.11 -13.84
H 17.56 6.80 -15.58
C 9.65 -0.84 -18.28
C 10.80 -0.87 -17.33
N 11.28 0.47 -17.07
C 12.23 1.15 -17.75
C 12.38 2.32 -17.05
N 11.53 2.40 -15.99
C 10.84 1.24 -16.00
C 11.57 3.47 -14.99
H 8.80 -0.23 -17.98
H 9.23 -1.84 -18.43
H 9.98 -0.60 -19.29
H 11.71 -1.39 -17.64
H 10.44 -1.37 -16.42
H 12.68 0.71 -18.62
H 13.04 3.17 -17.17
H 10.21 0.88 -15.20
H 12.21 3.11 -14.18
H 10.57 3.65 -14.61
H 12.05 4.36 -15.40
C 15.43 6.00 -21.44
C 14.86 7.43 -21.56
N 15.69 8.44 -20.88
C 16.15 8.32 -19.54
C 16.94 9.43 -19.34
N 16.89 10.32 -20.40
C 16.18 9.63 -21.37
C 17.41 11.64 -20.41
H 16.45 5.86 -21.79
H 14.81 5.32 -22.02
H 15.43 5.67 -20.40
H 13.85 7.44 -21.15
H 14.78 7.68 -22.62
H 15.91 7.44 -18.95
H 17.52 9.73 -18.48
H 15.81 10.13 -22.26
H 17.29 12.16 -21.36
H 18.46 11.47 -20.18
H 16.92 12.23 -19.64
C 15.16 2.15 -13.68
C 15.76 3.05 -14.88
N 15.72 2.27 -16.16
C 15.39 0.91 -16.32
C 15.48 0.66 -17.68
N 15.70 1.86 -18.30
C 15.85 2.89 -17.39
C 15.84 2.10 -19.72
H 14.14 1.86 -13.93
H 15.15 2.62 -12.69
H 15.73 1.22 -13.63
H 16.81 3.18 -14.62
H 15.28 4.03 -14.92
H 15.16 0.27 -15.48
H 15.43 -0.29 -18.19
H 16.06 3.92 -17.65
H 15.43 1.20 -20.18
H 16.91 2.22 -19.86
H 15.35 2.92 -20.25
Br 17.50 3.18 -22.54
Br 13.96 -1.26 -20.36
Br 12.28 -0.28 -13.11
```

Mulliken atomic charge list, values in e, 5 entries: atom 1 (C): -1.1145, atom 2 (C): -0.2085, atom 3 (C): 0.0997, atom 4 (N): -0.0296, atom 5 (C): -0.7744

5.
# C2H16NO5

5 unconnected molecules or ions with the total composition C2H16NO5 (ωB97M-V with the def2-TZVPD basis set, OMol25).

Summary:
**Charge**: +1
**Frontier orbital gap**: 11.6 eV
**HOMO level**: -14.52 eV
**ΔE to the lowest compared entry with this formula, charge and spin**: 9.2 kcal per mole
**Max |F|**: 0.0401 hartree/bohr

The geometry in XYZ format:
```
24
C2H16NO5 (ωB97M-V with the def2-TZVPD basis set)
C -2.23 0.95 -0.67
O -2.36 1.26 0.73
C -0.74 0.96 -1.03
N 0.15 0.76 0.14
H -2.70 1.78 -1.17
H -2.74 0.03 -0.92
H -2.48 0.43 1.20
H -0.47 0.28 -1.84
H -0.46 1.89 -1.51
H -0.23 1.43 0.83
H 1.11 1.08 -0.03
H 0.17 -0.25 0.34
H 2.26 3.79 -0.96
H 1.88 3.52 0.46
O 1.78 3.14 -0.43
H 2.81 -3.40 2.43
H 3.10 -2.00 2.04
O 2.35 -2.57 2.25
H -0.77 -2.35 0.18
H -0.47 -1.90 1.58
O -1.02 -1.66 0.82
H 1.52 -2.84 -1.94
H 0.83 -1.74 -2.79
O 0.84 -2.17 -1.93
```

natural (NBO) atomic charge list, values in e, 5 entries: atom 1 (C): -0.0860, atom 2 (O): -0.7287, atom 3 (C): -0.2636, atom 4 (N): -0.7002, atom 5 (H): 0.2086

6.
# C2H3N3O

2 unconnected molecules or ions with the total composition C2H3N3O (ωB97M-V with the def2-TZVPD basis set, OMol25).

Summary:
**Frontier orbital gap (spin up / spin down)**: 8.5 / 8.5 eV
**HOMO level (spin up / spin down)**: -8.84 / -8.84 eV
**ΔE to the lowest compared entry with this formula, charge and spin**: 189.6 kcal per mole
**Max |F|**: 0.0237 hartree/bohr

The geometry in XYZ format:
```
9
C2H3N3O (ωB97M-V with the def2-TZVPD basis set)
N -0.56 0.43 1.61
C 0.46 0.19 0.75
C -0.63 -0.69 -1.09
O 0.46 -0.73 -1.72
N 1.66 -0.48 -1.59
N 1.59 0.22 0.38
H -0.28 0.43 2.58
H -1.37 -0.14 1.44
H -1.47 -1.01 -1.74
```

natural (NBO) atomic charge list, values in e, 5 entries: atom 1 (N): -0.8363, atom 2 (C): 0.4382, atom 3 (C): -0.0727, atom 4 (O): -0.1692, atom 5 (N): 0.0848

Question: Which of these has the lowest max |F|?
Answer: C23H19AuBN4O3S